Density functional theory data (ωB97M-V/def2-TZVPD) for a molecular structure, C27H68AlFO8P.

## Properties
orbital gap: 5.480 eV
charge: -1
E_HOMO: -3.4 eV

Last column: Löwdin charge in e.
Element x y z (Å)
1 C -2.9808 1.3467 1.0011  -0.0591
2 C -1.7917 2.0886 0.3831  -0.2611
3 O -2.1051 2.7058 -0.8513  -0.1466
4 C -2.2415 1.7352 -1.8775  -0.2140
5 C -0.9028 1.3965 -2.5105  -0.2982
6 O -1.0405 0.3911 -3.4664  -0.2142
7 Al -1.3026 -1.3010 -2.9010  0.1908
8 C -0.0110 -2.4246 -3.9716  -0.1800
9 C -0.0350 -3.9400 -3.8067  -0.4852
10 C 1.1780 -4.4847 -3.0302  -0.0609
11 O -1.2650 -4.3860 -3.2085  -0.1023
12 C -1.1848 -1.5035 -0.8642  -0.3412
13 C -0.9830 -2.9091 -0.3457  -0.1095
14 F -0.1591 -0.7104 -0.2167  -0.1581
15 P -3.5423 -1.8711 -3.5451  0.8226
16 C -4.2949 -0.2649 -4.0971  -0.3961
17 C -4.5093 -2.3421 -2.0072  -0.4960
18 C -5.2684 -1.2193 -1.2839  -0.1769
19 H -2.8886 0.2708 0.8636  0.0482
20 H -3.8832 1.6506 0.4730  0.0789
21 H -3.0844 1.5763 2.0569  0.0653
22 H -0.9314 1.4286 0.2584  0.0970
23 H -1.4900 2.8848 1.0618  0.0969
24 H -2.8792 2.1565 -2.6532  0.1231
25 H -2.7388 0.8335 -1.5064  0.0873
26 H -0.5542 2.3206 -2.9894  0.1150
27 H -0.1640 1.1456 -1.7412  0.0981
28 H 1.0010 -2.0463 -3.8168  0.0465
29 H -0.2550 -2.1768 -5.0080  0.0522
30 H 0.0076 -4.3893 -4.8026  0.1136
31 H 0.8893 -5.0059 -2.1165  0.0614
32 H 1.7432 -5.1900 -3.6386  0.0657
33 H 1.8635 -3.6906 -2.7440  0.0674
34 H -1.0484 -5.0104 -2.5174  0.0554
35 H -2.1296 -1.1508 -0.4313  0.0588
36 H -0.0249 -3.3127 -0.6694  0.0575
37 H -1.7862 -3.5614 -0.6794  0.0582
38 H -0.9817 -2.9130 0.7502  0.0626
39 H -4.3876 0.4961 -3.3253  -0.0069
40 H -5.2402 -0.4248 -4.6135  -0.0017
41 H -3.5955 0.1364 -4.8306  0.0176
42 H -3.8362 -2.8071 -1.2894  0.0278
43 H -5.2227 -3.1162 -2.2878  0.0374
44 H -4.8616 -0.2342 -1.4938  0.0264
45 H -5.2380 -1.3522 -0.2011  0.0568
46 H -6.3218 -1.1996 -1.5614  0.0588
47 C -8.9871 0.2801 -7.3271  -0.0694
48 C -7.5686 0.4115 -6.7902  -0.5087
49 C -6.9399 1.7452 -7.1626  -0.0618
50 O -6.7650 -0.6645 -7.2664  -0.0518
51 H -8.9834 0.3325 -8.4200  0.0764
52 H -9.4141 -0.6811 -7.0410  0.0767
53 H -9.6318 1.0754 -6.9487  0.0752
54 H -7.5777 0.3118 -5.7043  0.1334
55 H -6.8789 1.8435 -8.2509  0.0776
56 H -5.9282 1.8085 -6.7631  0.0788
57 H -7.5222 2.5828 -6.7746  0.0770
58 H -6.7308 -0.5979 -8.2263  0.0825
59 C 2.2093 4.0637 1.3147  -0.0524
60 C 0.9736 4.5405 2.0581  -0.4975
61 C 1.1719 5.9116 2.6854  -0.0628
62 O 0.6201 3.5673 3.0412  -0.0644
63 H 3.0470 3.9569 2.0049  0.0574
64 H 2.0272 3.0844 0.8725  0.0824
65 H 2.4960 4.7558 0.5204  0.0822
66 H 0.1290 4.5757 1.3685  0.1281
67 H 1.9951 5.8818 3.4062  0.0760
68 H 0.2728 6.2236 3.2181  0.0757
69 H 1.4068 6.6611 1.9284  0.0772
70 H 1.3610 3.5060 3.6537  0.0705
71 C 6.4443 3.6732 3.9128  -0.0615
72 C 5.6101 2.4549 3.5459  -0.5038
73 C 6.4023 1.1618 3.6334  -0.0616
74 O 5.0402 2.6035 2.2467  -0.0619
75 H 7.2845 3.7771 3.2204  0.0795
76 H 5.8459 4.5827 3.8490  0.0752
77 H 6.8446 3.5888 4.9243  0.0772
78 H 4.7509 2.3888 4.2173  0.1293
79 H 7.2451 1.1817 2.9359  0.0864
80 H 5.7773 0.3101 3.3728  0.0692
81 H 6.7945 1.0021 4.6359  0.0708
82 H 5.7590 2.6647 1.6086  0.0916
83 C 4.8985 -2.7920 5.4976  -0.0530
84 C 6.3357 -2.8999 5.0138  -0.4928
85 C 7.1120 -3.9649 5.7733  -0.0668
86 O 6.9966 -1.6357 5.1077  -0.0653
87 H 4.8784 -2.5069 6.5546  0.0810
88 H 4.3540 -2.0361 4.9325  0.0623
89 H 4.3701 -3.7393 5.3884  0.0851
90 H 6.3399 -3.1395 3.9496  0.1398
91 H 7.1534 -3.7146 6.8374  0.0777
92 H 8.1363 -4.0296 5.4052  0.0757
93 H 6.6421 -4.9439 5.6716  0.0784
94 H 7.0145 -1.3844 6.0373  0.0844
95 C 0.2095 -0.9400 3.0374  -0.0513
96 C 1.6248 -0.9701 3.5951  -0.4934
97 C 2.3375 0.3557 3.3833  -0.0489
98 O 2.3739 -2.0394 3.0123  -0.0614
99 H 0.2256 -0.7579 1.9590  0.0624
100 H -0.2866 -1.8964 3.2048  0.0773
101 H -0.3820 -0.1508 3.5042  0.0818
102 H 1.5938 -1.1979 4.6630  0.1307
103 H 2.4139 0.5794 2.3165  0.0911
104 H 3.3521 0.3187 3.7869  0.0577
105 H 1.7983 1.1751 3.8597  0.0696
106 H 2.4055 -1.8814 2.0617  0.0899



Density functional theory data (ωB97M-V/def2-TZVPD) for a molecular structure, C3H4HgMgO2 at a distorted geometry.

## Properties
orbital gap (alpha / beta): 5.828 / 7.996 eV
charge: +3
energy above the lowest of the compared OMol25 structures with the same formula, charge and spin: 0.00 kcal per mole
E_HOMO (alpha / beta): -21.7 / -24.1 eV
⟨S²⟩: 0.753
2S+1: 2

Last column: Mulliken spin population.
Element x y z (Å)
1 O -0.0372 1.0987 -0.9247  0.0241
2 Hg 1.4065 -1.0334 -0.2550  0.8039
3 C -0.6465 1.5221 0.1049  -0.0084
4 C -1.4712 0.5273 0.7650  0.0224
5 H -0.9511 2.5785 0.1252  0.0048
6 H -2.3632 1.0031 1.2011  0.0013
7 H -0.8675 0.0795 1.5702  -0.0019
8 Mg 0.8090 2.2387 -2.3598  0.0196
9 C 2.7023 -3.4647 -0.0647  0.1515
10 O 3.2336 -4.4505 0.0043  -0.0242
11 H -1.8146 -0.0994 -0.1665  0.0067



Density functional theory data (ωB97M-V/def2-TZVPD) for a single C8H11N molecule at a distorted geometry.

## Properties
orbital gap: 7.509 eV
energy above the lowest of the compared OMol25 structures with the same formula, charge and spin: 67.45 kcal per mole
E_HOMO: -6.7 eV
SMILES: C=Cc1ccn(C)c1C

Last column: Löwdin charge in e.
Element x y z (Å)
1 C 0.2678 2.4794 -2.7384  -0.0158
2 C -0.2916 1.6440 -1.8389  -0.2079
3 C 0.4695 0.7951 -1.0093  -0.0945
4 C 1.7890 0.4157 -0.7346  -0.0708
5 C 1.8121 -0.4787 0.3042  -0.1692
6 N 0.6247 -0.8008 0.7888  -0.1927
7 C 0.4788 -1.7591 1.8968  -0.0371
8 C -0.4210 -0.1501 0.2723  -0.1060
9 C -1.8379 -0.2394 0.7358  -0.0667
10 H -0.3889 3.0776 -3.2929  0.0182
11 H 1.3421 2.6645 -2.8382  0.0604
12 H -1.4358 1.5289 -1.9537  0.1284
13 H 2.6016 0.6287 -1.2887  0.0667
14 H 2.7006 -1.1857 0.5366  0.1455
15 H 0.6007 -1.2233 2.9874  0.1421
16 H -0.4427 -2.2650 1.7789  0.0401
17 H 1.3070 -2.6027 2.0635  0.1232
18 H -2.1036 -1.2787 1.1746  0.0904
19 H -2.0371 0.4339 1.6871  0.1147
20 H -2.5938 0.1637 0.1458  0.0309